A structure of composition C44H25BrF3IrN6O5S2Sb. Source: the Open Molecules 2025 dataset; level of theory: the ωB97M-V functional and the def2-TZVPD basis.

Properties
E_HOMO (alpha / beta), eV: -8.40 / -8.27
Expectation value of S²: 0.76
Lowest unoccupied orbital energy (alpha / beta), eV: -1.209 / -2.935
Spin multiplicity: 2
Total charge: 0
Total energy, Ha: -6410.91585

Last column: Löwdin spin population.
Positions of all 88 atoms, in Å:
Ir (0.35878, 0.26569, -0.17828)  0.461
Br (8.72875, -3.11577, -3.57658)  0.000
C (7.66046, -3.66760, -2.10941)  0.000
C (6.55087, -4.45206, -2.34702)  0.000
C (5.75927, -4.86132, -1.28828)  0.000
C (6.08707, -4.49636, 0.01191)  0.001
C (7.23065, -3.73934, 0.25148)  0.000
C (8.01043, -3.29738, -0.81120)  0.000
N (5.38779, -5.03498, 1.15158)  0.001
N (4.18843, -4.86343, 1.42616)  0.009
C (3.27043, -4.00376, 0.70996)  0.027
C (2.34290, -4.51525, -0.15702)  -0.004
C (1.36871, -3.70978, -0.75894)  0.031
C (1.27940, -2.37042, -0.44750)  -0.009
O (0.40245, -1.55490, -0.99586)  0.113
C (2.16723, -1.84595, 0.52453)  0.003
N (1.95264, -0.53228, 0.89107)  0.000
C (2.71997, 0.00421, 1.81081)  0.009
C (3.78980, -0.69878, 2.40035)  -0.005
C (4.02403, -2.00385, 2.05166)  0.008
C (3.18491, -2.63245, 1.10227)  -0.002
H (6.30592, -4.75404, -3.35602)  0.000
H (4.90860, -5.49561, -1.47991)  0.000
H (7.50873, -3.51214, 1.27288)  0.000
H (8.88666, -2.68948, -0.63770)  0.000
H (2.36504, -5.57332, -0.38490)  -0.001
H (0.66956, -4.12796, -1.47023)  0.002
H (2.48078, 1.01282, 2.11098)  0.000
H (4.39793, -0.19603, 3.13822)  0.000
H (4.82749, -2.56334, 2.51301)  0.001
S (-0.90811, -0.55862, 1.61252)  0.143
C (-1.10063, 1.06396, 2.20297)  0.010
S (-0.36627, 2.14956, 1.07476)  0.001
C (-1.69509, 1.41957, 3.37586)  0.006
C (-2.25824, 0.42810, 4.23269)  0.004
N (-2.70308, -0.37390, 4.92761)  0.004
C (-1.71026, 2.79016, 3.77084)  0.001
N (-1.67783, 3.90387, 4.05929)  0.003
O (0.64980, 0.43985, -3.02356)  0.054
C (-0.53843, 0.68245, -2.78567)  0.006
O (-1.03983, 0.77452, -1.59897)  0.005
C (-1.47897, 1.01846, -3.90132)  0.001
C (-0.98754, 1.03212, -5.20182)  0.000
C (-1.80524, 1.41769, -6.24968)  0.000
C (-3.10658, 1.78628, -5.96153)  0.000
C (-3.62336, 1.77414, -4.67861)  0.000
C (-2.79535, 1.38323, -3.63993)  0.000
N (-3.98231, 2.21314, -7.07380)  0.000
O (-3.52175, 2.17673, -8.19614)  0.000
O (-5.10289, 2.58574, -6.79461)  0.000
H (0.04120, 0.74845, -5.37405)  0.000
H (-1.45468, 1.44345, -7.27038)  0.000
H (-4.64813, 2.06912, -4.51096)  0.000
H (-3.15727, 1.36742, -2.62170)  0.000
F (3.61197, 7.24485, 1.91244)  0.000
C (3.24996, 6.12694, 1.26649)  0.000
C (2.90679, 5.01181, 2.00614)  0.000
C (2.53363, 3.86189, 1.33039)  0.000
C (2.49834, 3.82354, -0.06263)  0.001
C (2.84224, 4.97456, -0.77209)  0.001
C (3.22408, 6.13401, -0.11301)  0.000
Sb (2.00932, 2.09608, -1.20108)  0.068
C (3.88555, 1.26432, -1.55717)  0.019
C (5.02823, 2.00290, -1.27791)  0.004
C (6.27203, 1.42820, -1.39402)  0.001
C (6.34772, 0.11175, -1.77521)  0.000
F (7.55935, -0.43465, -1.86654)  0.000
C (5.23231, -0.66077, -2.06132)  0.000
C (3.98348, -0.06660, -1.95075)  0.002
C (1.37763, 3.08758, -2.94614)  0.014
C (0.21207, 3.84687, -2.89874)  0.002
C (-0.28346, 4.44117, -4.05037)  0.000
C (0.41034, 4.26101, -5.23057)  0.001
F (-0.06565, 4.82478, -6.35212)  0.000
C (1.57395, 3.51844, -5.30564)  0.000
C (2.05263, 2.92057, -4.14982)  0.004
H (2.91193, 5.05902, 3.08621)  0.000
H (2.22073, 3.01197, 1.91661)  0.000
H (2.81363, 4.98132, -1.85445)  0.000
H (3.49038, 7.03213, -0.65294)  0.000
H (4.94978, 3.03419, -0.95448)  0.000
H (7.17797, 1.98102, -1.18671)  0.000
H (5.34825, -1.69518, -2.35685)  0.000
H (3.09017, -0.63945, -2.17872)  0.000
H (-0.32881, 3.97526, -1.96703)  0.000
H (-1.19234, 5.02704, -4.04318)  0.000
H (2.07806, 3.40749, -6.25601)  0.000
H (2.94797, 2.31183, -4.19826)  0.000